{
  "formula": "C2HBr2N2",
  "method": "wB97M-V/def2-TZVPD",
  "gap_ev": [6.308, 7.079],
  "lumo_energy_ev": [-6.486, -7.688],
  "s2": 2.0259,
  "relative_energy_kcal_mol": 104.2,
  "charge": 1,
  "spin_multiplicity": 3,
  "homo_energy_ev": [-12.8, -14.8],
  "species": ["C", "C", "N", "N", "Br", "Br", "H"],
  "coordinates": [[1.26, -0.28, 0.08], [-1.08, -0.45, -0.01], [0.41, 1.84, -0.23], [1.07, 0.92, -0.03], [-1.69, -2.07, -0.03], [-1.78, 1.13, -0.04], [1.81, -1.09, 0.26]],
  "mulliken_charge": [-0.04, -0.02, -0.48, 0.54, 0.20, 0.28, 0.52]
}


{
  "formula": "C7H10",
  "method": "wB97M-V/def2-TZVPD",
  "gap_ev": 10.283,
  "lumo_energy_ev": 1.067,
  "relative_energy_kcal_mol": 83.2,
  "charge": 0,
  "homo_energy_ev": -9.2,
  "species": ["C", "C", "C", "C", "C", "C", "C", "H", "H", "H", "H", "H", "H", "H", "H", "H", "H"],
  "coordinates": [[-0.84, 1.59, -0.74], [-0.24, 0.39, -0.07], [-0.18, 0.22, 1.44], [1.03, -0.92, 1.01], [0.68, -1.53, -0.32], [-0.68, -0.98, -0.67], [1.23, -0.08, -0.20], [-1.92, 1.63, -0.54], [-0.39, 2.52, -0.38], [-0.71, 1.53, -1.82], [-1.17, 0.42, 1.93], [0.50, 0.89, 1.97], [1.94, -1.36, 1.46], [1.01, -2.53, -0.64], [-1.54, -1.50, -0.24], [-0.78, -0.89, -1.75], [2.06, 0.60, -0.42]],
  "mulliken_charge": [-1.57, 0.90, -0.83, -0.37, -0.47, -0.61, -0.56, 0.35, 0.37, 0.36, 0.33, 0.31, 0.34, 0.37, 0.28, 0.34, 0.46]
}


{
  "formula": "C3H3BrO",
  "method": "wB97M-V/def2-TZVPD",
  "gap_ev": 8.271,
  "lumo_energy_ev": -1.348,
  "relative_energy_kcal_mol": 45.4,
  "charge": 0,
  "homo_energy_ev": -9.6,
  "species": ["C", "C", "C", "O", "Br", "H", "H", "H"],
  "coordinates": [[1.44, 0.28, -0.40], [0.21, -0.18, -0.03], [-0.32, -1.28, 0.50], [-1.13, -1.89, 1.02], [-2.52, 1.51, 0.27], [1.29, 1.26, -0.90], [2.20, -0.50, -0.43], [-1.18, 0.80, -0.02]],
  "mulliken_charge": [-0.50, -0.23, 0.64, -0.26, -0.32, 0.30, 0.30, 0.09]
}


{
  "formula": "C7H6Cl2N2O4",
  "method": "wB97M-V/def2-TZVPD",
  "gap_ev": 9.754,
  "lumo_energy_ev": -0.254,
  "relative_energy_kcal_mol": 0.0,
  "charge": 0,
  "homo_energy_ev": -10.0,
  "species": ["O", "O", "O", "Cl", "Cl", "O", "C", "C", "C", "C", "C", "N", "N", "C", "C", "H", "H", "H", "H", "H", "H"],
  "coordinates": [[-3.17, 2.15, -2.40], [0.81, -2.18, -0.26], [0.24, 1.14, 2.07], [-0.97, 1.60, -4.69], [0.73, -1.09, -3.24], [-2.43, 0.36, -1.16], [-2.41, 1.20, -2.24], [0.46, -1.19, 0.35], [1.05, 0.24, 2.25], [-1.37, 0.82, -3.16], [-0.69, -0.27, -2.62], [1.12, -0.91, 1.49], [-0.42, -0.29, -0.20], [2.04, 0.42, 3.36], [-1.32, -0.58, -1.28], [1.77, -1.62, 1.75], [-0.62, 0.51, 0.40], [3.01, 0.18, 2.96], [1.78, -0.29, 4.15], [2.05, 1.42, 3.76], [-1.65, -1.61, -1.27]],
  "mulliken_charge": [-0.57, -0.64, -0.66, -0.15, -0.10, -0.36, 0.36, 0.48, 0.82, 0.23, -0.04, -0.15, -0.13, -1.16, 0.13, 0.20, 0.36, 0.35, 0.31, 0.33, 0.38]
}


{
  "formula": "C27H24N6O2SY",
  "method": "wB97M-V/def2-TZVPD",
  "gap_ev": [4.062, 3.714],
  "lumo_energy_ev": [1.857, 1.860],
  "relative_energy_kcal_mol": 0.0,
  "charge": -1,
  "homo_energy_ev": [-2.2, -1.9],
  "species": ["Y", "N", "C", "S", "N", "N", "C", "C", "C", "C", "C", "C", "C", "C", "C", "C", "C", "C", "N", "H", "H", "H", "H", "H", "H", "H", "H", "H", "H", "H", "O", "C", "N", "C", "O", "C", "C", "C", "C", "N", "C", "H", "H", "H", "H", "H", "H", "H", "H", "C", "C", "C", "C", "C", "C", "C", "H", "H", "H", "H", "H"],
  "coordinates": [[0.48, -1.07, -1.27], [-0.81, -5.03, 0.97], [-0.52, -3.75, 0.52], [0.95, -3.62, -0.41], [-1.39, -2.84, 0.82], [-1.14, -1.59, 0.30], [-1.78, -0.58, 0.89], [-2.63, -0.79, 2.09], [-2.09, -1.32, 3.26], [-2.88, -1.49, 4.38], [-4.23, -1.13, 4.36], [-4.77, -0.61, 3.19], [-3.98, -0.44, 2.07], [-1.63, 0.72, 0.35], [-2.08, 1.90, 1.01], [-1.87, 3.13, 0.45], [-1.21, 3.22, -0.80], [-0.76, 2.06, -1.37], [-0.93, 0.84, -0.84], [-0.02, -5.63, 1.07], [-1.50, -5.06, 1.71], [-1.05, -1.61, 3.28], [-2.45, -1.90, 5.29], [-4.84, -1.27, 5.24], [-5.82, -0.34, 3.16], [-4.40, -0.03, 1.16], [-2.57, 1.82, 1.97], [-2.20, 4.02, 0.96], [-1.04, 4.18, -1.28], [-0.23, 2.07, -2.32], [-0.51, 5.03, 2.81], [0.67, 4.45, 3.30], [1.08, 3.46, 2.33], [2.40, 3.22, 2.13], [3.27, 3.81, 2.75], [2.76, 2.18, 1.12], [4.05, 2.21, 0.57], [4.41, 1.23, -0.34], [3.50, 0.24, -0.65], [2.27, 0.19, -0.11], [1.92, 1.14, 0.76], [-0.83, 5.66, 3.46], [0.50, 3.97, 4.27], [1.48, 5.18, 3.39], [0.37, 3.12, 1.70], [4.72, 3.00, 0.86], [5.39, 1.23, -0.80], [3.73, -0.54, -1.37], [0.92, 1.04, 1.17], [0.96, -1.16, -3.40], [1.20, -1.97, -4.51], [0.15, -2.47, -5.33], [0.39, -3.29, -6.41], [1.68, -3.68, -6.76], [2.74, -3.18, -5.99], [2.51, -2.35, -4.92], [-0.87, -2.19, -5.09], [-0.45, -3.65, -6.99], [1.87, -4.33, -7.60], [3.76, -3.45, -6.24], [3.36, -1.97, -4.35]],
  "mulliken_charge": [0.83, -0.49, 0.50, -0.57, -1.13, 0.43, -0.23, -0.05, -0.20, -0.73, -0.38, -0.78, 0.16, 0.48, -0.28, -0.65, -0.71, -0.23, -0.32, 0.22, 0.24, 0.41, 0.37, 0.38, 0.38, 0.47, 0.31, 0.42, 0.41, 0.41, -0.47, -0.58, 0.04, 0.34, -0.69, 0.28, -0.39, -0.73, -0.13, -0.26, -0.42, 0.29, 0.32, 0.39, 0.12, 0.49, 0.40, 0.37, 0.76, -1.46, 1.34, -0.54, -0.28, -0.58, -0.31, -0.50, 0.31, 0.32, 0.33, 0.32, 0.24]
}


{
  "formula": "C5H10O2",
  "method": "wB97M-V/def2-TZVPD",
  "gap_ev": 8.997,
  "lumo_energy_ev": 0.477,
  "relative_energy_kcal_mol": 122.1,
  "charge": 0,
  "homo_energy_ev": -8.5,
  "species": ["C", "O", "C", "C", "C", "C", "O", "H", "H", "H", "H", "H", "H", "H", "H", "H", "H"],
  "coordinates": [[-1.65, -0.15, 1.84], [-0.63, 0.20, 0.92], [-1.07, 0.14, -0.45], [-0.11, 0.49, -1.51], [1.21, 0.95, -1.06], [1.76, -0.50, -0.94], [1.74, -1.06, 0.33], [-2.49, 0.56, 1.78], [-1.22, -0.11, 2.84], [-2.04, -1.17, 1.65], [-1.51, -0.84, -0.66], [-1.89, 0.88, -0.60], [1.15, -1.09, -1.66], [1.75, 1.52, -1.83], [1.29, 1.45, -0.09], [2.75, -0.54, -1.34], [0.95, -0.72, 0.79]],
  "mulliken_charge": [-0.72, -0.37, -0.25, -0.77, -0.26, -0.51, -0.58, 0.28, 0.24, 0.32, 0.40, 0.43, 0.31, 0.35, 0.24, 0.43, 0.48]
}


{
  "formula": "C31H24CrNO3",
  "method": "wB97M-V/def2-TZVPD",
  "gap_ev": [6.559, 4.761],
  "lumo_energy_ev": [-5.243, -8.855],
  "s2": 3.8425,
  "charge": 2,
  "spin_multiplicity": 4,
  "homo_energy_ev": [-11.8, -13.6],
  "species": ["C", "C", "C", "C", "C", "N", "C", "C", "H", "H", "H", "H", "H", "H", "H", "H", "H", "O", "C", "Cr", "C", "O", "C", "O", "C", "C", "C", "C", "C", "C", "C", "C", "C", "C", "C", "C", "C", "C", "C", "C", "C", "C", "C", "C", "C", "H", "H", "H", "H", "H", "H", "H", "H", "H", "H", "H", "H", "H", "H", "H"],
  "coordinates": [[6.05, 1.80, 1.48], [5.21, 0.65, 1.04], [5.72, -0.64, 1.07], [4.97, -1.71, 0.64], [3.67, -1.52, 0.17], [2.92, -2.59, -0.31], [3.14, -0.23, 0.18], [3.90, 0.84, 0.60], [5.51, 2.75, 1.37], [6.34, 1.70, 2.52], [6.96, 1.87, 0.87], [6.72, -0.80, 1.43], [5.37, -2.70, 0.66], [1.92, -2.51, -0.41], [3.18, -3.54, -0.08], [2.12, -0.07, -0.11], [3.49, 1.83, 0.60], [0.18, 0.66, 4.81], [-0.52, 1.11, 4.03], [-1.69, 1.83, 2.78], [-0.55, 1.36, 1.34], [0.13, 1.09, 0.47], [-0.91, 3.53, 2.86], [-0.45, 4.57, 2.91], [-3.35, 2.21, 4.13], [-3.16, 0.81, 4.01], [-3.11, 0.20, 2.73], [-3.26, 0.99, 1.54], [-3.13, 0.40, 0.27], [-2.75, -0.11, -0.80], [-2.08, -0.68, -1.84], [-1.29, 0.21, -2.68], [-1.41, 1.60, -2.54], [-0.68, 2.46, -3.31], [0.22, 1.98, -4.23], [0.39, 0.61, -4.38], [-0.36, -0.25, -3.62], [-2.15, -2.12, -1.97], [-3.07, -2.84, -1.20], [-3.16, -4.21, -1.29], [-2.33, -4.91, -2.14], [-1.40, -4.23, -2.90], [-1.32, -2.86, -2.82], [-3.44, 2.41, 1.68], [-3.51, 3.00, 2.96], [-3.38, 2.67, 5.12], [-3.00, 0.20, 4.90], [-2.96, -0.88, 2.64], [-2.10, 1.99, -1.81], [-0.80, 3.53, -3.18], [0.81, 2.66, -4.82], [1.11, 0.23, -5.08], [-0.25, -1.43, -3.71], [-3.73, -2.31, -0.53], [-3.88, -4.74, -0.69], [-2.39, -5.98, -2.19], [-0.73, -4.77, -3.55], [-0.54, -2.23, -3.46], [-3.49, 3.02, 0.79], [-3.68, 4.08, 3.06]],
  "mulliken_charge": [-1.40, 0.77, -0.70, -0.47, 0.81, -0.34, -0.25, -0.70, 0.37, 0.37, 0.37, 0.48, 0.38, 0.20, 0.30, 0.44, 0.39, -0.26, 0.36, -0.08, 0.44, -0.20, 0.35, -0.23, -0.60, -0.65, -0.78, 1.48, -0.37, -0.32, 0.60, 0.83, -0.43, -0.89, -0.46, -0.86, -0.01, 0.44, -0.64, -0.84, -0.45, -0.87, 0.24, -0.41, -0.61, 0.46, 0.62, 0.56, 0.55, 0.44, 0.44, 0.51, -0.24, 0.39, 0.43, 0.42, 0.50, -0.07, 0.58, 0.61]
}


{
  "formula": "C4H11N2O",
  "method": "wB97M-V/def2-TZVPD",
  "gap_ev": 8.361,
  "lumo_energy_ev": -4.086,
  "relative_energy_kcal_mol": 86.5,
  "charge": 1,
  "homo_energy_ev": -12.4,
  "species": ["C", "C", "C", "C", "N", "N", "O", "H", "H", "H", "H", "H", "H", "H", "H", "H", "H", "H"],
  "coordinates": [[-2.16, -0.03, 0.11], [1.02, 1.63, 0.22], [1.78, -2.00, -0.16], [0.79, 0.18, 0.15], [-2.53, 1.01, -0.68], [1.78, -0.57, -0.21], [-3.17, -0.59, 0.75], [0.05, 1.96, -0.04], [1.82, 2.05, -0.43], [1.35, 1.98, 1.28], [0.77, -2.39, -0.18], [2.33, -2.41, -0.98], [2.40, -2.28, 0.67], [-0.21, -0.09, 0.45], [-1.87, 1.64, -1.06], [-3.58, 1.15, -0.77], [-3.14, -1.06, 1.54], [2.58, -0.18, -0.66]],
  "mulliken_charge": [-0.17, -1.04, -0.89, 0.55, -0.22, -0.09, -0.43, 0.19, 0.36, 0.31, 0.33, 0.34, 0.34, 0.29, 0.22, 0.25, 0.34, 0.30]
}


Calculated F_max in order - 0.0970, 0.0363, 0.0724, 0.0822, 0.0171, 0.0173, 0.1311, 0.0862 Eh/bohr